ORCA calculation (ωB97M-V/def2-TZVPD) on a structure of composition C7H9NO in a non-equilibrium geometry.

Each line ends with the Löwdin charge.
Element x y z (Å)
C -1.2149 0.2484 0.5909  -0.379
C -0.8962 0.9249 1.8605  -0.059
C 0.7066 0.8202 1.9416  -0.049
C 1.1867 0.2793 0.7802  -0.025
C 0.0484 -0.1471 -0.1791  -0.507
C -0.1562 0.2247 -1.6360  -0.107
C 0.4508 -1.1223 -1.8659  -0.184
H -0.9900 2.0002 1.5906  0.139
H -1.2972 0.5620 2.7822  0.104
H 1.5398 1.0385 2.7601  0.133
H 2.2308 0.1889 0.5141  0.097
H -1.1762 0.3711 -2.0502  0.135
H 0.2495 1.0732 -1.8623  0.056
H -0.3747 -1.3648 -2.7032  0.131
H 1.5005 -1.4489 -2.3251  0.141
H 0.3486 -2.3804 0.3023  0.239
N 0.0560 -1.4956 -0.4727  0.004
O -2.2123 0.2277 -0.0280  0.129

The charge is 0. For the frontier orbital gap, the calculation gives 9.14 eV. The total energy is -10937.0592 eV. For the HOMO energy, the calculation gives -8.2603 eV.

ORCA calculation (ωB97M-V/def2-TZVPD) on a structure of composition C24H9Br2F4N7O3Pd.

Each line ends with the Löwdin charge.
Element x y z (Å)
Pd 1.1609 1.2709 -1.5921  0.963
C -0.9400 1.8048 1.8245  -0.041
C 0.5064 1.5225 2.1146  -0.322
C 0.9440 1.3335 3.4491  -0.015
C 2.2621 1.1081 3.6950  -0.030
C 3.1845 1.0558 2.6217  -0.195
C 4.5745 0.8497 2.7731  -0.634
Br 5.3409 0.6571 4.4992  0.758
C 5.3877 0.7889 1.6811  -0.181
C 4.8536 0.9292 0.3924  -0.613
Br 6.0330 0.8219 -1.0805  0.771
C 3.5070 1.1493 0.1550  -0.400
O 3.0715 1.2915 -1.0708  -0.272
C 2.6576 1.2180 1.3203  -0.144
N 1.3352 1.4530 1.1052  0.130
H -1.3593 2.4881 2.5644  0.079
H -1.5243 0.8833 1.8524  0.078
H -1.0463 2.2285 0.8288  0.058
H 0.2261 1.3714 4.2581  0.113
H 2.6204 0.9651 4.7054  0.077
H 6.4499 0.6267 1.7962  0.093
C 1.1009 5.8592 -1.3783  -0.023
C 1.1017 4.4087 -1.4803  -0.140
N 1.1003 3.2720 -1.5535  0.103
H 0.3028 6.2666 -1.9955  0.094
H 2.0590 6.2463 -1.7197  0.095
H 0.9428 6.1481 -0.3410  0.094
F -1.3820 -4.6969 0.5636  0.152
C -1.9663 -3.9638 -0.3668  -0.131
C -3.3029 -3.9143 -0.4304  -0.126
F -4.0137 -4.6065 0.4404  0.150
C -4.0143 -3.0946 -1.4028  0.002
C -3.1606 -2.4101 -2.3641  -0.138
C -1.8269 -2.4160 -2.2596  -0.167
F -1.1002 -1.7707 -3.1534  0.145
C -1.1296 -3.1410 -1.2164  0.003
C 0.2138 -2.9853 -0.9958  -0.101
C 0.8431 -1.7727 -1.4044  -0.059
N 1.2062 -0.7294 -1.6934  0.154
C 1.0058 -3.9313 -0.2734  -0.159
N 1.6930 -4.6822 0.2585  0.210
F -3.7336 -1.7615 -3.3557  0.158
C -5.3638 -2.9572 -1.3978  -0.109
C -6.0905 -2.1442 -2.3346  -0.157
N -6.7475 -1.5086 -3.0292  0.217
C -6.2295 -3.5836 -0.4357  -0.159
N -6.9804 -4.0243 0.3126  0.215
O -1.3919 0.1158 -0.7348  -0.121
N -1.6725 0.6858 -1.7709  -0.197
O -0.7087 1.2747 -2.3806  -0.280

The charge is 0. For the frontier orbital gap (alpha / beta), the calculation gives 3.84 / 3.84 eV. The total energy is -196035.2575 eV. For the HOMO energy (alpha / beta), the calculation gives -7.5105 / -7.5105 eV.

ORCA calculation (ωB97M-V/def2-TZVPD) on the molecule C4H4N2 in a non-equilibrium geometry.

Each line ends with the Löwdin charge.
Element x y z (Å)
C -0.9405 -0.2528 -1.0024  0.029
C -0.5460 1.0149 0.1337  -0.269
N 0.6418 1.2837 -0.4030  0.115
C 0.6644 0.2716 0.6823  -0.229
C 0.5125 -1.1525 0.3579  -0.115
N -0.3109 -1.3474 -0.6150  0.018
H -0.9520 -0.1118 -2.0946  0.098
H -1.3015 1.7291 0.4889  0.119
H 1.2626 0.5384 1.5538  0.124
H 0.9696 -1.9733 0.8985  0.109

The charge is 0. For the frontier orbital gap (alpha / beta), the calculation gives 8.03 / 8.04 eV. The total energy is -7188.1403 eV. For the HOMO energy (alpha / beta), the calculation gives -8.5000 / -8.5057 eV.

ORCA calculation (ωB97M-V/def2-TZVPD) on a structure of composition C2HgLiO4 in a non-equilibrium geometry.

Each line ends with the Löwdin spin population.
Element x y z (Å)
O -1.2788 -0.3804 -0.1049  0.059
C -0.9916 -1.4734 -0.6161  0.015
O -0.0244 -2.2025 -0.1737  0.218
O -1.5109 -1.7771 -1.7653  0.088
Hg 0.9602 -0.1124 0.2042  0.501
Li -0.1108 1.5885 -0.3130  0.278
C 1.0988 2.3875 1.1869  0.554
O 1.7945 3.1103 1.7807  0.288

The charge is -1. For the frontier orbital gap (alpha / beta), the calculation gives 4.88 / 5.34 eV. The total energy is -14641.9909 eV. For the HOMO energy (alpha / beta), the calculation gives -2.0715 / -3.9724 eV. Its spin multiplicity is 3.

ORCA calculation (ωB97M-V/def2-TZVPD) on a cluster of 2 separate species, C5H16N2O2 in total in a non-equilibrium geometry.

Each line ends with the Löwdin charge.
Element x y z (Å)
C -0.2644 -1.0464 1.2776  -0.187
N -0.4491 -1.6414 -0.0743  -0.102
C -1.0046 -0.7574 -0.9947  -0.272
C -0.5534 -1.2096 -2.4383  -0.222
O 0.3173 -0.2504 -3.0693  -0.111
C 1.1677 -0.2648 1.3859  -0.229
N 0.8481 1.1137 1.5411  -0.163
C 1.7893 1.9170 0.7175  -0.151
H -1.0479 -0.3168 1.6406  0.103
H -0.3537 -1.7425 2.0968  0.087
H -0.9368 -2.5731 0.0178  0.144
H -0.7077 0.2633 -0.6936  0.102
H -2.1767 -0.6953 -1.0412  0.140
H 0.0553 -2.2349 -2.4740  0.150
H -1.4658 -1.3177 -3.0210  0.096
H 1.1695 -0.2798 -2.5646  0.095
H 1.7937 -0.8109 2.1513  0.118
H 1.6598 -0.3259 0.3462  0.118
H 1.0220 1.5357 2.5077  0.136
H 2.8408 1.6807 0.7531  0.070
H 1.4387 1.8672 -0.3225  0.065
H 1.5132 2.9888 0.9137  0.091
H -1.8204 1.9975 0.6119  0.053
H -2.2116 0.6811 0.1531  -0.061
O -2.6232 1.4218 0.5794  -0.070

The charge is 0. Its SMILES is CNCCNCCO.O. For the frontier orbital gap, the calculation gives 9.65 eV. The total energy is -12517.0965 eV. For the HOMO energy, the calculation gives -8.8188 eV.

ORCA calculation (ωB97M-V/def2-TZVPD) on a cluster of 6 separate species, C19H21F5NO16P in total in a non-equilibrium geometry.

Each line ends with the Löwdin charge.
Element x y z (Å)
C 4.3507 -5.4290 -1.1204  -0.059
C 3.3054 -4.3682 -0.8329  -0.196
C 1.7395 -4.9540 -0.7781  -0.437
P 0.4126 -3.5791 -0.7544  0.853
N -1.1227 -4.4257 -0.2703  -0.183
C -1.3441 -5.2706 -1.3653  -0.186
O -1.3268 -6.3943 -2.1249  -0.028
H 5.1747 -5.7666 -0.3609  0.059
H 4.2839 -5.9874 -2.1725  0.071
H 3.5629 -3.2282 -0.6793  0.091
H 1.5797 -5.6992 -1.6917  0.091
H 1.6956 -5.6147 0.1921  0.097
H 0.1891 -3.0692 -2.1055  -0.028
C -0.4204 0.2472 0.6227  -0.081
C -0.6841 -0.1185 -0.7980  -0.317
O -1.8712 0.5778 -1.1027  0.134
C -1.8487 1.6827 -0.3055  -0.505
O -2.5577 2.6612 -0.4718  0.135
O -0.9283 1.5641 0.6996  0.086
F -0.9247 -1.4434 -0.9183  -0.055
H -0.9585 -0.3912 1.3314  0.144
H 0.6449 0.2230 0.8676  0.121
H 0.1074 0.1815 -1.4930  0.144
C -5.3745 1.0476 -1.6261  -0.072
C -6.1562 0.6911 -0.4081  -0.329
O -7.2105 -0.0971 -0.9121  0.141
C -6.7054 -0.6926 -2.0288  -0.502
O -7.2161 -1.6515 -2.5835  0.143
O -5.5514 -0.0890 -2.4475  0.077
F -6.6861 1.7949 0.1652  0.081
H -5.7691 1.9311 -2.1391  0.154
H -4.3160 1.2125 -1.4075  0.111
H -5.5918 0.1188 0.3359  0.178
C 0.0754 0.7050 5.7595  -0.066
C -1.1484 0.5831 4.9174  -0.319
O -0.6424 0.5596 3.6020  0.133
C 0.5990 0.0081 3.7095  -0.475
O 1.2378 -0.4287 2.7667  0.108
O 1.0384 -0.0030 5.0050  0.092
F -1.9364 1.6734 5.0511  0.091
H 0.4028 1.7427 5.8833  0.154
H -0.0540 0.2576 6.7486  0.149
H -1.7327 -0.3244 5.1035  0.181
C 0.7044 3.4803 -3.0267  -0.057
C 1.3061 3.0187 -4.3099  -0.324
O 2.3292 2.1412 -3.8974  0.155
C 1.8975 1.6257 -2.7122  -0.493
O 2.3721 0.6340 -2.1839  0.132
O 0.8617 2.3514 -2.1908  0.057
F 1.8725 4.0501 -4.9756  0.088
H 1.2378 4.3317 -2.5908  0.157
H -0.3510 3.7449 -3.1336  0.152
H 0.6090 2.4883 -4.9673  0.180
C 4.1192 1.5672 0.7776  -0.068
C 3.4122 1.5764 2.0898  -0.335
O 3.4326 2.9348 2.4656  0.145
C 3.4454 3.6272 1.2920  -0.500
O 3.1902 4.8161 1.1960  0.142
O 3.7718 2.8246 0.2333  0.070
F 4.1005 0.8687 3.0134  0.088
H 5.2076 1.5058 0.8833  0.151
H 3.7831 0.7532 0.1298  0.134
H 2.3768 1.2225 2.0442  0.142

The charge is 0. Its SMILES is O=C1OC[C@@H](F)O1.O=C1OC[C@@H](F)O1.O=C1OC[C@@H](F)O1.O=C1OC[C@@H](F)O1.O=C1OC[C@@H](F)O1.C=CCPN=C=O. For the frontier orbital gap, the calculation gives 7.81 eV. The total energy is -77162.3783 eV. For the HOMO energy, the calculation gives -8.2459 eV.

ORCA calculation (ωB97M-V/def2-TZVPD) on the ion C7H14N3O3S with charge -1 in a non-equilibrium geometry.

Each line ends with the Löwdin charge.
Element x y z (Å)
C 1.0412 1.4331 -1.9594  -0.717
C 1.1096 1.8838 1.5624  -0.121
C 1.9914 1.9411 0.2719  -0.130
C 0.7531 0.3549 1.6392  -0.158
C 1.5014 0.8199 -0.5818  -0.303
C -2.3602 -0.3642 -0.5831  -0.103
C -2.1336 -2.4559 0.6573  -0.171
N 0.2146 -1.6186 -1.8493  -0.137
N 0.6997 -0.0346 0.2427  -0.210
N -1.5626 -1.2342 0.2394  -0.336
O -0.1523 1.5577 -2.2637  -0.048
O 2.0041 1.7432 -2.7116  -0.068
O 0.5892 -2.7092 0.2635  -0.360
S 0.0569 -1.4854 -0.3146  0.716
H 1.5304 2.2162 2.4305  0.057
H 0.2522 2.5520 1.3951  0.113
H 1.8877 2.9739 -0.2366  0.144
H 3.0805 1.7654 0.4108  0.118
H 1.6030 -0.1627 2.1139  0.120
H -0.1436 0.0417 2.0649  0.082
H 2.3349 0.1916 -0.8667  0.132
H -1.8092 0.1275 -1.2750  0.015
H -3.1788 -0.7642 -1.2033  0.098
H -2.7713 0.3480 0.0779  0.073
H -1.2799 -3.0676 1.1945  0.107
H -2.7707 -2.3395 1.4814  0.048
H -2.6285 -3.0595 -0.1519  0.099
H 0.1407 -0.6547 -2.0486  -0.060

The charge is -1. Its SMILES is CN(C)[S@](=N)(=O)N1CCC[C@@H]1C(=O)[O-]. For the frontier orbital gap, the calculation gives 7.84 eV. The total energy is -28932.6782 eV. For the HOMO energy, the calculation gives -4.6068 eV.

ORCA calculation (ωB97M-V/def2-TZVPD) on the molecule C20H21N3O3S in a non-equilibrium geometry.

Each line ends with the Löwdin charge.
Element x y z (Å)
C 2.5924 -1.0294 5.4087  -0.018
C 1.6937 -0.6367 4.0942  -0.312
C 0.4007 -0.0161 4.3393  -0.062
H 0.5682 0.8981 5.1191  0.131
H -0.1005 0.4925 3.6774  -0.033
H -0.1561 -0.7544 5.1482  0.151
H 1.6497 -1.6782 3.7745  0.125
O 2.6150 0.3948 3.3253  0.009
C 2.8374 0.0675 2.0765  -0.583
O 2.4744 -1.0404 1.5725  0.011
C 3.5578 1.0848 1.2642  -0.299
H 3.3591 2.1536 1.8786  0.182
H 4.3951 1.1812 1.3911  -0.071
S 2.7900 1.2235 -0.3783  1.027
C 1.1151 1.2972 0.0793  -0.457
N 0.6249 1.0643 1.4054  0.046
N -0.8465 1.0503 1.3359  0.124
C -1.0603 0.9181 0.0354  -0.217
N 0.0700 1.0953 -0.9841  0.013
C 0.2851 0.6857 -2.2271  -0.314
C 0.6111 -0.5670 -2.4452  -0.231
C -0.3592 -1.7632 -2.3132  -0.018
C -0.1559 -3.0222 -2.5528  -0.181
C 1.1251 -3.5466 -2.6826  0.081
C 2.2545 -2.2708 -3.0257  0.042
C 1.7942 -1.0853 -2.7622  -0.182
H 2.5472 -0.3082 -2.6311  0.084
H 3.1821 -2.7977 -3.1724  0.080
H 1.3135 -4.5150 -2.7225  0.022
H -1.0771 -3.6988 -2.3636  0.139
H -1.4222 -1.2331 -2.2553  0.147
H -0.6160 1.2224 -2.7508  0.165
H 1.0829 1.3995 -2.6340  0.165
C -2.4496 0.9072 -0.4388  -0.263
C -2.9048 1.6734 -1.4924  -0.027
C -4.1318 1.4053 -2.1859  -0.068
C -5.0068 0.7063 -1.5107  -0.288
C -4.5907 -0.5113 -0.3581  0.123
C -3.2164 -0.1309 0.0157  -0.077
H -2.7298 -0.8478 0.8282  0.144
H -5.3461 -1.1072 0.0828  0.071
O -6.2026 0.1034 -1.7807  -0.039
H -6.4661 0.9631 -2.4716  0.213
H -4.6096 2.1641 -2.6569  0.081
H -2.1433 2.4766 -1.9969  0.164
H 2.6823 0.0055 5.9259  0.101
H 3.4711 -1.3978 5.1900  0.000
H 1.9190 -1.6265 6.1060  0.097

The charge is 0. Its SMILES is CC(C)OC(=O)CSc1nnc(-c2ccc(O)cc2)n1Cc1ccccc1. For the frontier orbital gap, the calculation gives 8.12 eV. The total energy is -42512.2526 eV. For the HOMO energy, the calculation gives -8.2174 eV.